12 unconnected molecules or ions with the total composition C50H68F16O32 in a non-equilibrium geometry. Source: the OMol25 dataset; level of theory: ωB97M-V/def2-TZVPD.

Computed properties:
**SMILES**: FC(F)C(F)(F)COC(F)(F)C(F)F.FC(F)C(F)(F)COC(F)(F)C(F)F.C[C@H]1COC(=O)O1.C[C@H]1COC(=O)O1.C[C@H]1COC(=O)O1.C[C@H]1COC(=O)O1.C[C@H]1COC(=O)O1.C[C@H]1COC(=O)O1.C[C@H]1COC(=O)O1.C[C@H]1COC(=O)O1.C[C@H]1COC(=O)O1.C[C@H]1COC(=O)O1
**HOMO-LUMO gap**: 0.38187 Eh
**HOMO**: -10.47 eV
**ΔE to the lowest compared entry with this formula, charge and spin**: 160.7 kcal/mol

Atoms and positions in Å:
C1 -6.603 -4.456 3.030
C2 -6.102 -2.965 2.649
C3 -4.644 -2.945 2.545
O1 -4.412 -2.088 1.469
C4 -5.493 -2.104 0.689
O2 -5.599 -1.875 -0.526
O3 -6.568 -2.539 1.407
H1 -6.017 -4.987 3.780
H2 -6.463 -5.115 2.174
H3 -7.663 -4.618 3.226
H4 -6.553 -2.223 3.307
H5 -4.173 -3.873 2.222
H6 -4.236 -2.515 3.459
C5 4.607 -7.066 -0.809
C6 3.878 -6.975 -2.165
C7 3.082 -5.722 -2.458
O4 3.541 -5.314 -3.697
C8 4.614 -5.996 -4.020
O5 5.274 -5.767 -4.972
O6 4.771 -7.033 -3.226
H7 4.847 -8.120 -0.665
H8 3.940 -6.890 0.035
H9 5.513 -6.461 -0.767
H10 3.132 -7.767 -2.238
H11 2.851 -4.955 -1.718
H12 2.113 -6.144 -2.727
C9 -0.678 2.963 8.362
C10 -0.384 1.527 8.186
C11 -0.310 0.750 9.424
O7 -1.191 -0.335 9.341
C12 -1.886 -0.218 8.229
O8 -2.719 -0.999 7.804
O9 -1.393 0.824 7.452
H13 -0.035 3.593 8.976
H14 -1.720 3.092 8.656
H15 -0.694 3.378 7.354
H16 0.516 1.372 7.591
H17 -0.519 1.298 10.343
H18 0.700 0.351 9.330
C13 3.507 5.592 4.700
C14 2.395 6.440 4.043
C15 2.261 7.795 4.594
O10 2.635 8.748 3.630
C16 2.973 8.020 2.509
O11 3.482 8.544 1.533
O12 2.685 6.685 2.656
H19 4.466 6.087 4.855
H20 3.806 4.729 4.105
H21 3.087 5.186 5.621
H22 1.486 5.839 4.019
H23 3.010 7.850 5.383
H24 1.231 7.845 4.947
C17 0.536 -0.231 -0.954
C18 1.522 -0.118 0.224
C19 2.717 0.871 0.186
O13 2.616 1.491 1.459
C20 1.562 1.108 2.129
O14 1.239 1.638 3.216
O15 0.815 0.335 1.361
H25 -0.047 0.664 -1.174
H26 -0.184 -0.970 -0.604
H27 1.004 -0.537 -1.890
H28 1.972 -1.078 0.477
H29 2.682 1.565 -0.654
H30 3.663 0.330 0.218
C21 -0.036 -6.157 5.947
C22 -0.332 -4.831 5.234
C23 0.791 -3.769 5.352
O16 1.307 -3.602 4.082
C24 0.826 -4.471 3.263
O17 1.234 -4.564 2.110
O18 -0.117 -5.141 3.887
H31 0.684 -6.794 5.433
H32 -0.939 -6.759 6.050
H33 0.275 -5.879 6.954
H34 -1.348 -4.451 5.340
H35 1.493 -4.022 6.147
H36 0.290 -2.860 5.684
C25 -4.696 2.752 1.747
C26 -3.202 2.967 2.106
C27 -2.488 3.938 1.139
O19 -2.222 4.971 2.006
C28 -2.668 4.768 3.270
O20 -2.628 5.597 4.179
O21 -3.125 3.536 3.395
H37 -5.155 3.723 1.934
H38 -5.191 1.898 2.210
H39 -4.809 2.549 0.682
H40 -2.703 1.998 2.068
H41 -3.119 4.280 0.319
H42 -1.553 3.471 0.827
C29 8.218 2.560 -0.149
C30 8.327 3.937 -0.714
C31 7.335 4.886 -0.020
O22 8.156 6.008 0.210
C32 9.482 5.710 0.036
O23 10.406 6.442 0.306
O24 9.567 4.506 -0.343
H43 9.019 1.935 -0.544
H44 7.248 2.086 -0.301
H45 8.413 2.673 0.917
H46 8.125 3.742 -1.767
H47 7.006 4.602 0.980
H48 6.428 5.098 -0.587
C33 2.719 -1.165 -6.611
C34 3.828 -0.076 -6.494
C35 3.463 1.147 -5.750
O25 4.516 1.270 -4.802
C36 5.352 0.180 -4.887
O26 6.280 -0.064 -4.146
O27 4.935 -0.644 -5.858
H49 2.949 -1.955 -7.327
H50 1.755 -0.783 -6.946
H51 2.529 -1.698 -5.679
H52 3.996 0.272 -7.513
H53 2.573 1.271 -5.133
H54 3.532 2.017 -6.402
C37 -2.042 8.047 -2.544
C38 -1.060 7.482 -3.533
C39 0.164 8.423 -3.757
O28 1.238 7.734 -3.210
C40 0.809 6.479 -2.752
O29 1.527 5.625 -2.221
O30 -0.501 6.291 -3.051
H55 -1.384 8.348 -1.728
H56 -2.789 7.310 -2.252
H57 -2.594 8.912 -2.911
H58 -1.589 7.350 -4.477
H59 0.018 9.414 -3.327
H60 0.326 8.733 -4.790
C41 -4.418 0.084 -5.946
C42 -2.962 0.569 -5.911
C43 -2.709 2.016 -5.518
F1 -3.128 2.265 -4.213
F2 -1.431 2.337 -5.582
F3 -2.405 -0.284 -5.114
F4 -2.551 0.339 -7.089
O31 -5.142 1.004 -6.734
C44 -6.074 0.428 -7.658
C45 -7.402 0.071 -6.878
F5 -7.864 1.003 -5.994
F6 -8.357 -0.182 -7.666
F7 -6.307 1.500 -8.478
F8 -5.479 -0.591 -8.287
H61 -4.815 -0.032 -4.937
H62 -4.420 -0.956 -6.274
H63 -3.228 2.742 -6.144
H64 -7.288 -0.908 -6.412
C46 -2.066 -7.803 -0.679
C47 -3.241 -8.756 -0.449
C48 -3.501 -8.871 1.107
F9 -2.463 -9.520 1.714
F10 -3.474 -7.629 1.667
F11 -4.326 -8.328 -1.160
F12 -2.979 -10.022 -0.913
O32 -1.771 -7.553 -2.083
C49 -2.244 -6.232 -2.510
C50 -2.118 -5.969 -4.076
F13 -2.594 -4.732 -4.370
F14 -0.951 -6.185 -4.641
F15 -3.547 -6.011 -2.297
F16 -1.530 -5.388 -1.809
H65 -1.161 -8.192 -0.211
H66 -2.143 -6.864 -0.131
H67 -4.430 -9.411 1.291
H68 -2.774 -6.701 -4.547

Forces on the atoms, in the same order (eV/Å):
C 0.160 0.482 -1.197
C -2.986 -2.567 2.104
C 1.356 0.109 0.838
O 0.663 1.554 -1.597
C -1.769 -0.151 -3.958
O 0.987 -0.083 3.911
O 0.380 -0.147 -1.707
H 0.105 0.693 0.452
H 0.295 0.310 -0.535
H 0.001 0.749 0.380
H 0.519 -0.232 0.755
H -0.177 -0.409 0.706
H 0.501 -0.284 -0.158
C -0.506 -0.880 -0.502
C -0.282 0.095 2.501
C -2.897 -1.187 -0.034
O 0.009 2.416 -0.190
C 0.376 -0.040 -1.607
O 0.849 0.188 -0.780
O 1.251 -1.301 0.343
H 0.548 -0.006 -0.111
H -0.109 0.588 -0.144
H -0.185 0.060 0.010
H 0.524 -0.532 0.025
H 0.998 0.209 -0.012
H -0.635 0.412 0.512
C -1.300 1.231 -1.379
C 0.081 0.000 -1.300
C 2.067 -0.654 1.627
O -0.758 -0.347 0.432
C -1.021 -1.141 -3.266
O 1.317 1.556 1.182
O -1.334 -0.475 0.685
H 0.205 -0.548 0.101
H -0.018 -0.065 0.529
H 0.250 0.374 -0.052
H 0.138 0.276 0.036
H 0.265 -0.002 -0.065
H 0.112 -0.244 1.387
C -0.274 -0.319 -0.492
C 1.219 -2.457 -1.445
C -0.205 0.337 2.273
O -0.156 -1.323 -1.231
C 1.040 1.189 -1.931
O -1.280 -1.444 1.954
O 0.683 1.582 -0.347
H -0.288 0.584 0.291
H -0.546 -0.093 -0.295
H 0.283 0.160 0.256
H -0.113 0.196 0.274
H -0.518 0.474 0.518
H 0.104 1.078 0.140
C 0.212 -0.135 0.767
C 0.684 0.243 -0.977
C -0.245 -0.900 -0.106
O 1.841 0.975 -0.197
C -1.846 3.241 2.923
O 0.839 -2.401 -3.055
O -1.443 -0.909 0.923
H 0.338 0.320 0.311
H -0.059 -0.215 -0.450
H 0.121 -0.240 0.210
H -0.457 -0.363 -0.177
H 0.009 0.333 0.338
H -0.026 0.079 -0.493
C -1.019 0.645 1.029
C 1.954 -0.924 -0.480
C -2.026 0.788 2.668
O 2.167 2.100 1.322
C 0.662 -0.449 -3.279
O -1.365 -0.493 2.043
O -1.864 -1.989 -3.117
H 0.254 0.526 0.027
H -0.093 0.070 -0.027
H 0.246 -0.463 0.160
H 0.151 -0.004 0.290
H 0.540 -0.158 -0.525
H 0.370 0.395 -0.166
C 0.797 0.398 -0.479
C -1.658 -2.183 -1.642
C -0.437 -1.601 0.862
O 0.617 2.728 1.170
C 0.628 2.431 1.975
O 0.054 -1.971 -2.454
O -0.014 -0.341 0.037
H -0.579 -0.242 0.176
H 0.139 0.381 0.597
H 0.266 0.114 -0.191
H 0.166 0.065 0.490
H 0.150 -0.112 -0.068
H -0.028 0.301 -0.451
C 0.938 -0.485 1.106
C -2.047 -1.069 0.794
C 0.283 -0.046 -0.044
O 0.356 2.023 -0.213
C -0.307 3.634 1.897
O -1.322 -0.713 -0.483
O 1.375 -3.874 -2.242
H -0.180 -0.177 -0.134
H 0.046 0.176 -0.159
H -0.175 -0.400 0.222
H 0.674 1.303 -0.463
H 0.030 -0.767 -0.049
H 0.306 0.396 -0.246
C -0.001 -0.069 0.044
C -2.944 -2.121 -1.864
C 0.277 2.042 1.312
O 1.689 -0.701 0.536
C 0.906 -0.011 1.752
O -1.566 0.816 -1.271
O 0.648 0.301 -0.075
H 0.479 0.176 -0.084
H 0.080 0.475 0.036
H 0.200 0.289 0.287
H 0.899 -0.479 -0.120
H -0.477 -0.765 -0.493
H -0.206 0.060 0.000
C 0.382 -0.008 0.455
C -0.682 1.771 -1.287
C -1.381 0.738 -0.597
O 0.276 -2.042 1.153
C 2.292 -1.642 0.626
O -2.264 3.019 -1.708
O 0.948 -0.258 0.329
H -0.662 0.108 0.639
H 0.221 -0.071 0.199
H 0.289 0.078 -0.189
H 0.287 -0.676 -0.148
H 0.028 -0.189 0.932
H 0.268 -0.890 -0.391
C -0.425 0.555 1.339
C -4.132 0.222 1.640
C -1.421 1.391 0.938
F 0.178 -0.686 -0.871
F 1.602 -0.249 -0.004
F 2.384 -1.632 2.588
F 2.513 0.073 -4.555
O -1.157 -1.277 -0.946
C 0.913 3.455 2.160
C 2.270 -1.146 1.899
F 1.258 -0.050 -0.448
F -3.532 -0.116 -3.895
F -0.097 -1.532 -0.076
F -1.072 0.241 -0.215
H -0.175 0.704 0.254
H 0.323 0.212 -0.750
H -0.416 -0.392 -0.192
H 1.017 0.216 1.172
C 0.905 0.393 -0.570
C 0.733 0.152 -0.088
C 0.560 0.067 -0.494
F -0.403 -0.155 -0.675
F -0.721 -0.155 -0.319
F 0.167 -0.205 0.996
F -0.003 0.669 0.395
O -1.832 1.589 -0.482
C 1.250 -2.001 -1.032
C -1.979 -1.745 0.404
F 0.636 -0.105 0.439
F 1.668 0.525 0.217
F -0.037 -0.269 0.649
F 0.441 1.602 0.711
H -0.013 -0.610 -0.341
H -0.769 0.028 -0.172
H -0.090 0.216 0.253
H -0.480 0.052 0.140